Density functional theory data (ωB97M-V/def2-TZVPD) for C52H45F3GeN3NiSb as an isolated structure.

Geometry (Å):
Ni1 0.20 -0.56 -0.48
C1 2.02 1.17 5.59
C2 3.02 0.10 5.26
C3 4.09 -0.17 6.10
C4 5.03 -1.15 5.80
C5 4.88 -1.91 4.64
C6 3.81 -1.68 3.80
C7 2.91 -0.67 4.10
N1 1.76 -0.40 3.25
C8 1.74 -0.49 1.90
N2 2.91 -0.31 1.24
C9 3.08 -0.55 -0.12
C10 1.94 -0.63 -0.92
C11 2.03 -0.96 -2.28
C12 3.28 -1.10 -2.85
C13 4.42 -0.92 -2.05
C14 4.36 -0.65 -0.69
C15 5.59 -0.48 0.15
N3 0.62 -0.70 1.25
C16 -0.56 -0.94 2.04
C17 -1.25 0.17 2.53
C18 -2.34 0.00 3.36
C19 -2.72 -1.30 3.70
C20 -2.02 -2.39 3.22
C21 -0.93 -2.24 2.37
C22 -0.16 -3.44 1.89
H1 2.35 1.76 6.44
H2 1.05 0.75 5.86
H3 1.86 1.85 4.75
H4 4.20 0.42 7.00
H5 5.85 -1.33 6.47
H6 5.59 -2.69 4.41
H7 3.67 -2.31 2.93
H8 0.87 -0.31 3.71
H9 3.73 -0.13 1.81
H10 1.14 -1.09 -2.88
H11 3.39 -1.35 -3.89
H12 5.40 -1.02 -2.50
H13 6.48 -0.52 -0.47
H14 5.68 -1.26 0.91
H15 5.59 0.49 0.65
H16 -0.89 1.17 2.29
H17 -2.88 0.85 3.75
H18 -3.57 -1.45 4.35
H19 -2.33 -3.39 3.50
H20 -0.81 -4.30 1.83
H21 0.65 -3.68 2.59
H22 0.30 -3.28 0.91
Ge1 1.19 1.73 -0.77
C23 -0.12 2.27 -2.05
C24 -0.31 1.68 -3.30
C25 -1.27 2.17 -4.17
C26 -2.04 3.26 -3.79
C27 -1.85 3.87 -2.56
C28 -0.90 3.37 -1.68
C29 2.94 2.39 -1.16
C30 3.42 2.45 -2.47
C31 4.67 2.99 -2.72
C32 5.45 3.48 -1.68
C33 4.97 3.44 -0.38
C34 3.71 2.90 -0.12
H23 0.85 2.09 0.68
H24 0.31 0.85 -3.62
H25 -1.42 1.71 -5.13
H26 -2.80 3.65 -4.46
H27 -2.45 4.72 -2.27
H28 -0.78 3.84 -0.71
H29 2.82 2.10 -3.30
H30 5.04 3.05 -3.74
H31 6.42 3.91 -1.88
H32 5.56 3.84 0.43
H33 3.35 2.89 0.90
F1 -5.91 -4.54 1.72
C35 -5.11 -3.65 1.12
C36 -5.48 -2.32 1.10
C37 -4.64 -1.41 0.48
C38 -3.45 -1.83 -0.10
C39 -3.11 -3.18 -0.08
C40 -3.94 -4.11 0.54
Sb1 -2.24 -0.53 -1.24
C41 -2.70 -1.33 -3.12
C42 -4.00 -1.75 -3.40
C43 -4.33 -2.28 -4.64
C44 -3.33 -2.39 -5.59
F2 -3.64 -2.90 -6.78
C45 -2.03 -2.01 -5.35
C46 -1.72 -1.47 -4.11
C47 -3.35 1.23 -1.19
C48 -3.15 2.16 -0.17
C49 -3.91 3.32 -0.10
C50 -4.87 3.54 -1.07
F3 -5.60 4.65 -1.01
C51 -5.09 2.65 -2.10
C52 -4.32 1.49 -2.16
H34 -6.41 -2.03 1.57
H35 -4.93 -0.37 0.46
H36 -2.20 -3.54 -0.55
H37 -3.70 -5.16 0.56
H38 -4.77 -1.69 -2.64
H39 -5.33 -2.61 -4.87
H40 -1.28 -2.14 -6.12
H41 -0.70 -1.18 -3.91
H42 -2.38 2.00 0.58
H43 -3.77 4.05 0.69
H44 -5.84 2.87 -2.85
H45 -4.48 0.80 -2.97

Output
- HOMO-LUMO gap (spin up / spin down): 0.2372 / 0.2373 Eh
- Total charge: +2
- LUMO (spin up / spin down): -7.0457 / -7.0431 eV
- HOMO level (spin up / spin down): -0.49613 / -0.49613 Eh
- Maximum force: 0.0152 Eh/bohr
- Energy above the lowest of the compared OMol25 structures with the same formula, charge and spin: 0.407 eV

***

Density functional theory data (ωB97M-V/def2-TZVPD) for a 4-piece molecular cluster, C3H12O4 overall in a non-equilibrium geometry.

Geometry (Å):
C1 0.57 0.25 2.75
C2 1.40 -0.15 1.80
C3 1.29 0.27 0.36
O1 0.85 -0.92 -0.35
H1 0.75 0.08 3.80
H2 -0.27 0.90 2.54
H3 2.12 -0.96 1.92
H4 0.60 1.10 0.23
H5 2.32 0.45 0.04
H6 0.98 -0.68 -1.29
O2 -1.80 -1.59 -0.49
H7 -2.03 -1.99 0.35
H8 -0.90 -1.19 -0.36
O3 -2.87 2.74 -0.46
H9 -1.94 2.64 -0.47
H10 -3.25 1.87 -0.26
O4 1.02 -0.80 -3.14
H11 0.62 -1.68 -3.16
H12 0.53 -0.34 -3.82

Output
- HOMO-LUMO gap: 0.3884 Eh
- LUMO: 0.4351 eV
- HOMO level: -0.37246 Eh
- Maximum force: 0.0385 Eh/bohr
- SMILES: C=CCO.O.O.O
- Energy above the lowest of the compared OMol25 structures with the same formula, charge and spin: 1.213 eV

***

Density functional theory data (ωB97M-V/def2-TZVPD) for C2H3Br2NO4S as an isolated structure in a non-equilibrium geometry.

Geometry (Å):
C1 -1.99 0.03 -0.55
C2 1.23 0.01 -0.57
N1 2.10 0.10 0.55
O1 2.47 1.19 0.96
O2 2.22 -0.97 1.11
O3 -0.59 1.10 1.68
O4 -0.58 -1.23 1.40
S1 -0.59 0.03 0.73
Br1 1.42 1.29 -1.91
Br2 0.94 -1.69 -1.10
H1 -1.90 -0.86 -1.18
H2 -2.91 0.02 -0.07
H3 -1.82 0.99 -1.06

Output
- HOMO-LUMO gap: 0.3220 Eh
- LUMO: -1.4227 eV
- HOMO level: -0.37431 Eh
- Maximum force: 0.0590 Eh/bohr
- Energy above the lowest of the compared OMol25 structures with the same formula, charge and spin: 0.796 eV

***

Density functional theory data (ωB97M-V/def2-TZVPD) for a 2-piece molecular cluster, C4H14NO3 overall in a non-equilibrium geometry.

Geometry (Å):
C1 0.16 -1.24 1.40
O1 0.78 -0.70 2.54
C2 -0.20 -0.13 0.44
C3 0.41 -0.22 -0.96
C4 1.94 -0.33 -0.95
O2 0.16 1.04 -1.56
N1 0.16 1.25 1.05
H1 0.70 -2.06 0.93
H2 -0.79 -1.72 1.67
H3 1.13 -1.39 3.10
H4 -1.27 -0.03 0.28
H5 -0.07 -1.09 -1.41
H6 2.33 -1.12 -0.31
H7 2.35 0.63 -0.62
H8 2.28 -0.49 -1.97
H9 -0.62 1.13 -2.11
H10 -0.57 1.36 1.76
H11 0.14 1.83 0.19
H12 0.98 1.14 1.64
H13 -3.58 -0.39 -1.52
H14 -3.05 0.57 -2.64
O3 -2.84 0.15 -1.81

Output
- HOMO-LUMO gap: 0.4245 Eh
- Total charge: +1
- LUMO: -2.9792 eV
- HOMO level: -0.53401 Eh
- Maximum force: 0.0492 Eh/bohr
- Energy above the lowest of the compared OMol25 structures with the same formula, charge and spin: 0.788 eV

***

Density functional theory data (ωB97M-V/def2-TZVPD) for C3H2FOP in the gas phase in a non-equilibrium geometry.

Geometry (Å):
O1 -2.16 -1.55 -0.26
C1 -1.44 -0.67 -0.05
C2 -1.15 0.58 0.47
C3 0.01 -0.06 0.13
P1 1.91 0.34 0.22
F1 2.47 -1.10 -0.29
H1 -1.47 1.44 0.89
H2 1.83 1.03 -1.10

Output
- HOMO-LUMO gap: 0.3452 Eh
- LUMO: 0.2211 eV
- HOMO level: -0.33711 Eh
- Maximum force: 0.0971 Eh/bohr
- SMILES: O=c1cc1PF
- Energy above the lowest of the compared OMol25 structures with the same formula, charge and spin: 0.512 eV

***

Density functional theory data (ωB97M-V/def2-TZVPD) for a 3-piece molecular cluster, C33H53ClF8INO10P2S overall in a non-equilibrium geometry.

Geometry (Å):
C1 -3.70 -4.61 -1.29
C2 -4.20 -3.24 -0.55
S1 -2.79 -2.46 0.40
C3 -2.92 -0.60 0.30
C4 -1.56 0.24 -0.02
C5 -2.20 1.73 -0.23
O1 -2.99 2.25 0.91
C6 -3.28 3.68 0.78
F1 -3.81 4.04 -0.57
F2 -2.13 4.56 1.09
F3 -4.40 3.99 1.74
C7 -0.21 0.06 0.96
C8 1.08 1.04 0.62
Cl1 0.79 2.85 1.04
C9 2.48 0.70 1.39
C10 3.72 1.16 0.36
C11 -0.30 -0.40 2.50
F4 0.72 -1.47 2.84
F5 -1.55 -1.00 3.00
C12 0.00 0.79 3.64
C13 1.32 0.66 4.66
C14 1.66 1.80 5.83
C15 0.67 3.13 6.09
C16 -0.64 3.22 5.10
C17 -1.67 4.50 5.36
F6 -2.58 4.12 6.50
F7 -2.56 4.70 4.18
F8 -0.93 5.71 5.79
C18 -0.96 2.09 3.91
N1 0.27 -1.25 0.28
C19 0.09 -1.34 -1.25
O2 0.71 -2.21 -2.05
C20 -1.00 -0.15 -1.55
C21 -0.47 1.03 -2.55
I1 -2.42 -1.09 -3.00
H1 -3.44 -4.38 -2.42
H2 -4.49 -5.48 -1.22
H3 -2.69 -4.95 -0.79
H4 -5.12 -3.48 0.16
H5 -4.62 -2.49 -1.37
H6 -3.81 -0.28 -0.43
H7 -3.35 -0.27 1.37
H8 -1.48 2.59 -0.54
H9 -2.99 1.62 -1.12
H10 1.38 1.05 -0.53
H11 2.59 1.41 2.31
H12 2.69 -0.43 1.60
H13 3.80 0.25 -0.41
H14 3.45 2.11 -0.27
H15 4.75 1.20 0.91
H16 2.10 -0.23 4.60
H17 2.61 1.71 6.52
H18 0.93 3.90 6.94
H19 -1.94 2.28 3.29
H20 1.26 -1.51 0.35
H21 -1.41 1.43 -3.14
H22 0.04 1.95 -2.02
H23 0.31 0.63 -3.35
C22 -2.04 -9.40 -7.04
C23 -3.26 -9.60 -6.15
O3 -2.88 -9.90 -4.83
P1 -2.22 -8.68 -3.91
O4 -3.58 -8.01 -3.59
O5 -2.21 -9.53 -2.47
C24 -2.85 -9.01 -1.31
C25 -4.22 -9.65 -1.14
O6 -0.70 -9.43 -4.28
C26 0.21 -9.80 -3.26
C27 0.05 -11.28 -2.91
H24 -1.48 -8.51 -6.75
H25 -2.34 -9.28 -8.09
H26 -1.36 -10.25 -6.96
H27 -3.90 -8.71 -6.17
H28 -3.85 -10.44 -6.53
H29 -2.90 -7.92 -1.34
H30 -2.23 -9.26 -0.45
H31 -4.83 -9.54 -2.04
H32 -4.75 -9.20 -0.30
H33 -4.11 -10.72 -0.97
H34 0.11 -9.16 -2.38
H35 1.22 -9.65 -3.65
H36 -0.97 -11.53 -2.62
H37 0.72 -11.56 -2.09
H38 0.28 -11.90 -3.78
C28 1.02 7.76 2.96
C29 1.10 7.98 1.46
O7 2.39 8.38 1.06
P2 3.60 7.25 1.10
O8 3.18 6.57 -0.22
O9 4.75 8.18 0.34
C30 5.41 7.72 -0.83
C31 4.77 8.33 -2.06
O10 4.06 8.01 2.58
C32 5.39 8.47 2.80
C33 5.49 9.96 2.50
H39 1.64 6.91 3.26
H40 -0.01 7.57 3.27
H41 1.40 8.64 3.50
H42 0.80 7.08 0.92
H43 0.40 8.78 1.18
H44 5.43 6.63 -0.88
H45 6.45 8.05 -0.77
H46 3.69 8.15 -2.09
H47 5.21 7.93 -2.98
H48 4.90 9.42 -2.06
H49 6.11 7.88 2.24
H50 5.61 8.32 3.86
H51 5.16 10.21 1.49
H52 6.51 10.32 2.62
H53 4.84 10.53 3.17

Output
- HOMO-LUMO gap: 0.2461 Eh
- LUMO: -1.8860 eV
- HOMO level: -0.31540 Eh
- Maximum force: 0.1829 Eh/bohr
- SMILES: CCSC[C@@]1(COC(F)(F)F)[C@@]([C@@H](Cl)CC)(C(F)(F)c2cccc(C(F)(F)F)c2)NC(=O)[C@@]1(C)I.CCOP(=O)(OCC)OCC.CCOP(=O)(OCC)OCC

***

Density functional theory data (ωB97M-V/def2-TZVPD) for C5H7NO as an isolated structure.

Geometry (Å):
C1 1.05 1.66 -0.88
C2 -0.07 0.33 0.13
C3 0.68 -0.66 0.77
N1 -0.23 -1.62 1.05
C4 -1.50 -1.35 0.40
O1 -2.47 -2.06 0.60
C5 -1.31 -0.10 -0.29
H1 1.50 1.68 -1.89
H2 1.77 1.96 -0.12
H3 0.18 2.30 -0.89
H4 1.75 -0.76 0.90
H5 -0.12 -2.38 1.70
H6 -2.16 0.51 -0.59
H7 0.93 0.49 -0.88

Output
- HOMO-LUMO gap (spin up / spin down): 0.2659 / 0.2660 Eh
- LUMO (spin up / spin down): 0.0228 / 0.0243 eV
- HOMO level (spin up / spin down): -0.26504 / -0.26506 Eh
- Maximum force: 0.0068 Eh/bohr
- Energy above the lowest of the compared OMol25 structures with the same formula, charge and spin: 4.901 eV

***

Density functional theory data (ωB97M-V/def2-TZVPD) for C47H90BFIN4O9S as an isolated structure in a non-equilibrium geometry.

Geometry (Å):
C1 3.87 -0.40 -4.81
C2 3.89 -1.30 -3.42
N1 2.60 -2.04 -3.16
C3 2.82 -3.28 -2.37
C4 1.60 -3.86 -1.45
C5 1.03 -5.03 -2.52
C6 0.49 -4.56 -3.97
N2 -1.05 -4.47 -4.11
C7 2.31 -4.89 -0.38
C8 3.48 -4.41 0.64
F1 4.88 -4.46 0.07
N3 0.58 -2.88 -0.91
S1 0.46 -3.26 0.85
C9 -0.87 -3.17 -1.19
C10 -2.08 -2.80 -0.20
C11 -2.84 -4.13 0.50
C12 -4.44 -3.66 0.70
C13 -5.04 -4.04 2.19
N4 -4.35 -3.13 3.20
C14 0.99 -1.39 -1.13
C15 2.29 -0.93 -0.23
B1 2.15 -0.28 1.25
O1 3.37 0.45 1.75
O2 1.03 -0.30 2.19
C16 -0.15 -0.28 -0.90
C17 0.00 1.28 -1.04
C18 1.34 2.14 -1.13
I1 -0.99 2.18 0.78
C19 1.49 -1.13 -2.70
C20 0.43 -1.08 -3.90
C21 -0.35 0.33 -4.22
C22 -2.02 0.27 -4.11
C23 -3.01 1.55 -4.33
C24 -2.33 3.00 -4.69
C25 -0.67 3.09 -4.80
C26 0.34 1.78 -4.57
H1 3.22 -0.87 -5.67
H2 4.95 -0.09 -5.15
H3 3.31 0.62 -4.52
H4 4.26 -0.63 -2.50
H5 4.72 -2.13 -3.58
H6 3.80 -3.04 -1.73
H7 3.24 -4.08 -3.15
H8 1.92 -5.77 -2.82
H9 0.28 -5.79 -1.97
H10 0.70 -5.47 -4.73
H11 1.05 -3.67 -4.49
H12 -1.24 -4.59 -5.15
H13 -1.39 -5.36 -3.68
H14 1.56 -5.71 0.06
H15 3.01 -5.60 -1.06
H16 3.52 -5.28 1.47
H17 3.28 -3.45 1.27
H18 -0.12 -4.56 0.95
H19 -1.14 -4.32 -1.33
H20 -1.12 -2.67 -2.22
H21 -2.00 -2.02 0.63
H22 -2.97 -2.39 -0.89
H23 -2.39 -4.36 1.55
H24 -2.88 -5.05 -0.23
H25 -4.56 -2.48 0.60
H26 -5.11 -4.10 -0.18
H27 -6.18 -3.70 2.17
H28 -5.00 -5.18 2.45
H29 -5.10 -2.83 3.88
H30 -4.09 -2.23 2.72
H31 3.10 -1.79 -0.09
H32 2.92 -0.12 -0.84
H33 3.92 -0.31 2.16
H34 1.38 -0.84 2.99
H35 -0.60 -0.49 0.19
H36 -1.07 -0.54 -1.62
H37 -0.73 1.73 -1.88
H38 1.06 3.20 -1.61
H39 2.27 1.77 -1.69
H40 1.69 2.41 -0.02
H41 2.00 -0.04 -2.77
H42 -0.34 -1.93 -4.03
H43 1.11 -1.20 -4.89
H44 -2.52 -0.77 -3.85
H45 -4.19 1.37 -4.21
H46 -3.06 3.91 -4.87
H47 -0.25 4.18 -5.06
H48 1.50 1.87 -4.66
C27 -2.37 6.18 4.30
C28 -1.66 4.87 4.10
O3 -2.11 4.01 3.33
C29 -0.39 4.64 4.87
H49 -3.28 6.20 3.68
H50 -2.66 6.29 5.35
H51 -1.72 7.00 4.00
H52 -0.59 4.68 5.94
H53 0.35 5.40 4.59
H54 0.01 3.65 4.62
C30 0.65 -4.45 4.53
C31 1.54 -3.34 5.03
O4 1.69 -2.30 4.39
C32 2.22 -3.55 6.35
H55 0.22 -4.15 3.56
H56 1.24 -5.36 4.39
H57 -0.16 -4.62 5.23
H58 2.88 -4.42 6.30
H59 1.48 -3.69 7.14
H60 2.83 -2.67 6.59
C33 -6.71 2.47 -7.42
C34 -6.80 1.56 -6.22
O5 -6.01 1.64 -5.29
C35 -7.91 0.54 -6.22
H61 -5.86 3.15 -7.28
H62 -6.54 1.89 -8.32
H63 -7.62 3.06 -7.51
H64 -7.80 -0.13 -7.07
H65 -8.88 1.05 -6.26
H66 -7.86 -0.05 -5.30
C36 -7.34 -6.36 5.32
C37 -6.45 -5.25 5.82
O6 -6.30 -4.22 5.18
C38 -5.77 -5.47 7.14
H67 -7.77 -6.07 4.35
H68 -6.75 -7.27 5.18
H69 -8.15 -6.54 6.02
H70 -5.11 -6.34 7.09
H71 -6.51 -5.60 7.93
H72 -5.16 -4.58 7.38
C39 8.59 1.26 -3.65
C40 7.53 1.73 -4.61
O7 6.46 1.14 -4.74
C41 7.83 2.97 -5.41
H73 8.23 0.35 -3.14
H74 9.50 1.01 -4.20
H75 8.78 2.03 -2.90
H76 8.72 2.81 -6.04
H77 8.00 3.82 -4.74
H78 6.98 3.20 -6.06
C42 1.20 9.92 3.27
C43 -0.18 9.49 3.69
O8 -0.38 8.41 4.25
C44 -1.32 10.44 3.41
H79 1.91 9.13 3.54
H80 1.23 10.06 2.19
H81 1.48 10.84 3.79
H82 -1.40 10.61 2.33
H83 -1.15 11.39 3.93
H84 -2.26 10.01 3.76
C45 4.38 6.02 5.68
C46 4.15 6.24 4.21
O9 4.36 7.33 3.69
C47 3.65 5.07 3.41
H85 4.74 6.95 6.14
H86 3.44 5.74 6.17
H87 5.13 5.24 5.83
H88 2.68 4.74 3.79
H89 4.37 4.25 3.45
H90 3.53 5.38 2.36

Output
- HOMO-LUMO gap: 0.2678 Eh
- Total charge: +1
- LUMO: -2.5692 eV
- HOMO level: -0.36223 Eh
- Maximum force: 0.1086 Eh/bohr

***

What did the second record say?
Density functional theory data (ωB97M-V/def2-TZVPD) for a 4-piece molecular cluster, C3H12O4 overall in a non-equilibrium geometry.

Geometry (Å):
C1 0.57 0.25 2.75
C2 1.40 -0.15 1.80
C3 1.29 0.27 0.36
O1 0.85 -0.92 -0.35
H1 0.75 0.08 3.80
H2 -0.27 0.90 2.54
H3 2.12 -0.96 1.92
H4 0.60 1.10 0.23
H5 2.32 0.45 0.04
H6 0.98 -0.68 -1.29
O2 -1.80 -1.59 -0.49
H7 -2.03 -1.99 0.35
H8 -0.90 -1.19 -0.36
O3 -2.87 2.74 -0.46
H9 -1.94 2.64 -0.47
H10 -3.25 1.87 -0.26
O4 1.02 -0.80 -3.14
H11 0.62 -1.68 -3.16
H12 0.53 -0.34 -3.82

Output
- HOMO-LUMO gap: 0.3884 Eh
- LUMO: 0.4351 eV
- HOMO level: -0.37246 Eh
- Maximum force: 0.0385 Eh/bohr
- SMILES: C=CCO.O.O.O
- Energy above the lowest of the compared OMol25 structures with the same formula, charge and spin: 1.213 eV